# C3H4N2O

A single C3H4N2O molecule in a non-equilibrium geometry (the ωB97M-V functional and the def2-TZVPD basis, OMol25).

CARTESIAN COORDINATES (ANGSTROEM)
N 2.84781 -1.03650 -0.10245
C 2.02011 -0.24839 -0.02806
C 0.88965 0.68266 -0.09103
C -0.38662 0.04138 0.48669
N -1.33372 -0.06265 -0.39150
O -2.52200 -0.67599 0.05246
H 1.16144 1.56066 0.55273
H 0.83266 0.92926 -1.15913
H -0.47864 -0.43722 1.45604
H -3.03070 -0.75318 -0.77574

## Properties
- HOMO (eV) = -10.5
- calculated total energy (Ha) = -301.384904
- SMILES = N#CC/C=N/O
- net charge = 0

# C33H45F6N3O22Si2

C33H45F6N3O22Si2 as an isolated structure in a non-equilibrium geometry (the ωB97M-V functional and the def2-TZVPD basis, OMol25).

CARTESIAN COORDINATES (ANGSTROEM)
C -3.35026 -2.06348 2.25589
C -2.03594 -2.60661 2.86984
C -1.08808 -3.20764 1.82626
O -0.99738 -2.44400 0.61054
Si -0.16319 -1.01623 0.77324
O 1.32529 -1.12365 0.02186
Si 1.34517 -1.07495 -1.62118
C -0.30185 -0.91175 -2.49736
C -0.86135 0.53656 -2.58343
C -1.93265 0.69908 -3.70057
C -1.44538 1.62505 -4.82997
N -2.07131 2.96602 -4.76264
C -1.32764 4.01363 -5.37492
N -1.49146 5.22715 -5.00741
N -0.44081 3.75521 -6.42512
O 2.36295 0.15376 -2.20446
C 3.04931 0.89458 -1.25525
O 4.26281 0.83743 -1.25863
C 2.38329 1.81644 -0.26141
C 2.98327 1.94142 0.97756
C 2.41385 2.75905 1.92107
C 1.25312 3.45109 1.66261
C 0.66175 3.35088 0.42281
C 1.23967 2.53481 -0.52277
H -3.20402 -1.00722 2.01031
H -4.17342 -2.09969 2.96680
H -3.59188 -2.65785 1.37143
H -2.32967 -3.42628 3.53937
H -1.56114 -1.86400 3.51531
H -1.50658 -4.18155 1.55237
H -0.12336 -3.41167 2.31399
H -0.96497 0.14696 0.38339
H 0.11826 -0.87434 2.21085
H 1.96128 -2.32777 -2.09480
H -0.10142 -1.17872 -3.54781
H -1.06699 -1.62520 -2.16488
H -1.18515 0.92263 -1.61611
H -0.00083 1.14484 -2.88691
H -2.80614 1.18633 -3.24868
H -2.26007 -0.27528 -4.06521
H -1.77964 1.16788 -5.77191
H -0.35227 1.69399 -4.88677
H -2.16364 3.19523 -3.78019
H -2.17979 5.26860 -4.25854
H 0.51831 3.95973 -6.19066
H -0.55417 2.83535 -6.82991
H 3.90109 1.41333 1.20346
H 2.85445 2.86150 2.90700
H 0.75170 4.09125 2.39382
H -0.24334 3.87761 0.14230
H 0.78646 2.45724 -1.50575
C 1.25280 2.11917 -10.15923
C 0.09102 2.43140 -11.06775
O -0.86747 1.46072 -10.68684
C -0.62972 1.17209 -9.37648
O -1.38772 0.61033 -8.66144
O 0.59320 1.62305 -8.99028
F 0.41411 2.24654 -12.37058
H 1.90116 1.34269 -10.56780
H 1.85366 2.99525 -9.92738
H -0.33046 3.42964 -10.93676
C -8.11819 -1.68228 5.24218
C -7.82667 -2.48637 4.00029
O -7.01606 -1.60547 3.24612
C -6.35851 -0.81309 4.14461
O -5.41297 -0.15178 3.88747
O -6.93211 -0.89587 5.37406
F -8.95808 -2.75324 3.30212
H -8.97938 -1.02468 5.11307
H -8.27535 -2.30356 6.12066
H -7.28425 -3.41651 4.18004
C 0.86749 8.14932 5.18857
C 0.30261 7.56966 3.91720
O 0.68643 6.20661 4.00077
C 0.76303 5.91037 5.33331
O 0.79919 4.81008 5.76995
O 0.78632 7.03776 6.08428
F 0.87686 8.12312 2.82281
H 1.90973 8.45127 5.07538
H 0.29235 8.99392 5.55988
H -0.78345 7.63736 3.83142
C 2.13589 0.19684 6.26045
C 1.54296 0.38293 4.88621
O 0.73233 -0.75691 4.74295
C 0.33331 -1.12608 5.99783
O -0.55525 -1.86956 6.22956
O 1.09283 -0.50655 6.94238
F 2.51060 0.35964 3.92482
H 3.03478 -0.42180 6.23906
H 2.36503 1.13840 6.75376
H 0.93182 1.28041 4.77085
C 2.77444 -5.01318 2.99373
C 3.21046 -6.37427 2.51788
O 2.03037 -7.14115 2.66302
C 0.98265 -6.28253 2.51271
O -0.13558 -6.61397 2.31472
O 1.39244 -4.98740 2.62006
F 4.17659 -6.89647 3.32384
H 2.85585 -4.90907 4.07748
H 3.32511 -4.20351 2.51910
H 3.54091 -6.40881 1.48591
C 5.26025 -4.74505 -1.59575
C 4.19035 -4.26603 -2.54244
O 3.14479 -5.20232 -2.32581
C 3.26663 -5.63336 -1.04260
O 2.42876 -6.21882 -0.44018
O 4.48394 -5.30586 -0.53149
F 4.59470 -4.34694 -3.83280
H 5.88499 -5.52229 -2.03833
H 5.89704 -3.94055 -1.23610
H 3.82517 -3.25999 -2.33931

## Properties
- HOMO (eV) = -8.9
- calculated total energy (Ha) = -4282.442734
- net charge = 0

# C8H9N2OS3Zr

C8H9N2OS3Zr as an isolated structure in a non-equilibrium geometry (the ωB97M-V functional and the def2-TZVPD basis, OMol25).

CARTESIAN COORDINATES (ANGSTROEM)
Zr 1.45266 0.09283 0.39986
S 3.98946 0.19493 0.39986
C 4.18326 1.86233 0.91276
C 5.51926 2.17023 1.36576
N 6.58946 2.44843 1.73726
C 3.22216 2.82313 0.91276
S 1.55476 2.62883 0.39986
C 3.52956 4.15933 1.36566
N 3.80736 5.22963 1.73716
O -0.63214 0.09283 0.39986
S -1.53994 -0.02117 -0.78984
C -3.22704 -0.33587 -0.15534
C -3.40774 -1.84137 -0.10884
C -2.76234 -2.35927 -1.38174
C -1.38024 -1.73307 -1.42374
H -3.92644 0.12123 -0.86254
H -3.34994 0.13373 0.82386
H -4.46554 -2.11467 -0.04884
H -2.90164 -2.26127 0.76906
H -3.34824 -2.04557 -2.25454
H -2.70544 -3.45197 -1.39494
H -0.96754 -1.70567 -2.43534
H -0.68644 -2.26887 -0.76794
H 1.45266 -1.81877 0.39986

## Properties
- HOMO (eV) = -12.3
- calculated total energy (Ha) = -1736.257994
- net charge = +1

# C51H60F31NO24S2

A 11-piece molecular cluster, C51H60F31NO24S2 overall in a non-equilibrium geometry (the ωB97M-V functional and the def2-TZVPD basis, OMol25).

CARTESIAN COORDINATES (ANGSTROEM)
O -1.63087 -5.05712 -0.72002
C -1.36371 -4.21840 -1.53913
C -0.21197 -3.21072 -1.63032
C 0.70359 -2.79322 -0.69221
C 1.62361 -1.83239 -1.06847
C 1.60874 -1.30330 -2.38207
S 2.76389 -0.01274 -2.85534
O 4.00776 -0.51150 -3.32458
O 2.87665 0.83469 -1.71774
F 2.02540 0.85867 -3.95085
C 0.70389 -1.75060 -3.33491
C -0.19131 -2.70241 -2.92911
C -1.30728 -3.40276 -3.73365
O -1.42544 -3.45184 -4.93229
N -2.07163 -3.98419 -2.73001
C -3.52569 -3.82198 -2.71921
C -4.00164 -2.35956 -2.88639
C -4.25293 -1.60351 -1.57480
S -2.75459 -1.36322 -0.54963
H 0.67529 -3.19177 0.31660
H 2.32525 -1.52878 -0.29556
H 0.69058 -1.35974 -4.34934
H -4.02548 -4.41680 -3.49541
H -3.92017 -4.20218 -1.76726
H -4.97450 -2.40674 -3.40102
H -3.35715 -1.73800 -3.52159
H -5.04486 -2.06715 -0.93496
H -4.63322 -0.60840 -1.84470
H -2.45901 -0.05648 -0.43737
C 2.04736 -2.26968 6.10351
C 0.57020 -2.49074 6.34773
O -0.19031 -2.27094 5.14403
C -0.24293 -3.28874 4.29324
O 0.28270 -4.35101 4.44297
C -1.11831 -2.91761 3.09068
F -0.84788 -1.68603 2.64000
F -2.41925 -2.94708 3.41273
F -0.94786 -3.76032 2.07194
H 2.21778 -1.28214 5.67836
H 2.60426 -2.36146 7.01279
H 2.43608 -2.99935 5.39075
H 0.20269 -1.77017 7.07691
H 0.37333 -3.48465 6.74939
C 6.21348 -3.82814 -1.88143
C 4.82750 -4.43397 -1.94551
O 4.90986 -5.86184 -1.78401
C 4.98924 -6.30177 -0.53380
O 5.00090 -5.61773 0.44569
C 5.02332 -7.83512 -0.51938
F 5.85417 -8.32506 -1.44883
F 3.80644 -8.34093 -0.76542
F 5.42258 -8.30690 0.65948
H 6.87372 -4.30931 -2.60426
H 6.17404 -2.75977 -2.09454
H 6.65758 -3.96967 -0.89584
H 4.38508 -4.26373 -2.92552
H 4.16565 -3.97660 -1.21005
C 1.52759 2.98152 3.27889
C 0.04497 2.79717 3.52256
O -0.71445 3.11450 2.34076
C -0.80338 2.14966 1.43488
O -0.31021 1.06522 1.51937
C -1.67547 2.60653 0.25989
F -1.38481 3.84854 -0.13844
F -2.97749 2.59600 0.58729
F -1.52342 1.80305 -0.79555
H 1.73237 3.98883 2.91377
H 2.08874 2.81840 4.19886
H 1.89112 2.28484 2.52317
H -0.29410 3.48507 4.29506
H -0.18360 1.78766 3.86424
C -3.39584 2.28504 -7.64790
C -3.82738 0.84206 -7.82351
O -4.63194 0.41648 -6.70073
C -5.91216 0.74272 -6.75000
O -6.44494 1.35322 -7.63040
C -6.64033 0.18566 -5.52122
F -5.94684 0.38769 -4.39325
F -6.83478 -1.13728 -5.63404
F -7.83818 0.74424 -5.35418
H -2.88867 2.41618 -6.69079
H -2.72216 2.58577 -8.44638
H -4.25620 2.95569 -7.65103
H -2.95349 0.19268 -7.83821
H -4.35861 0.68359 -8.74431
C -8.77697 0.74178 1.32803
C -7.53557 0.63184 2.18730
O -7.42188 -0.68267 2.76200
C -6.89001 -1.61406 1.98142
O -6.51182 -1.44782 0.85984
C -6.78779 -2.94263 2.74071
F -7.90704 -3.21294 3.42480
F -5.77894 -2.91082 3.62076
F -6.56897 -3.96321 1.91450
H -9.66297 0.46215 1.89963
H -8.89974 1.76110 0.96271
H -8.72154 0.07091 0.47049
H -7.59971 1.32459 3.02444
H -6.63526 0.88325 1.62682
C 3.83640 -3.30719 10.74600
C 3.06111 -2.62986 11.85550
O 3.27549 -1.20582 11.84124
C 2.53636 -0.51037 10.98720
O 1.72479 -0.96193 10.23584
C 2.84505 0.98546 11.12581
F 4.16187 1.21845 11.20626
F 2.28185 1.48881 12.23288
F 2.38154 1.68091 10.08839
H 4.89463 -3.04813 10.80519
H 3.73380 -4.38998 10.81435
H 3.48109 -2.98713 9.76735
H 3.41480 -2.97938 12.82372
H 1.99668 -2.85652 11.79808
C -8.81266 3.98021 -9.86562
C -8.17238 4.68487 -8.68952
O -7.09047 5.52942 -9.12521
C -7.43253 6.72913 -9.57879
O -8.54647 7.15357 -9.65652
C -6.17553 7.52258 -9.95716
F -5.30223 6.77673 -10.64608
F -5.54336 7.96564 -8.85998
F -6.46994 8.58318 -10.70522
H -8.06148 3.43248 -10.43638
H -9.57525 3.28134 -9.52315
H -9.27712 4.69463 -10.54604
H -7.73721 3.95086 -8.01318
H -8.90223 5.25893 -8.11909
C -4.75659 -1.81912 -14.28840
C -5.45284 -0.79420 -13.41908
O -4.63828 -0.44231 -12.28505
C -3.69943 0.47080 -12.50281
O -3.47769 1.01020 -13.54413
C -2.95373 0.77100 -11.19744
F -2.64731 -0.34534 -10.52247
F -3.70426 1.53593 -10.37894
F -1.81430 1.42100 -11.40954
H -4.47151 -2.69052 -13.69746
H -5.41084 -2.14053 -15.09828
H -3.84359 -1.41090 -14.72210
H -6.37244 -1.21250 -13.01398
H -5.72385 0.09604 -13.98598
C 7.68300 2.06441 6.78800
C 6.42342 2.04901 7.62587
O 5.56583 0.95462 7.24755
C 5.85931 -0.22483 7.77782
O 6.76236 -0.45071 8.52604
C 4.83507 -1.26986 7.32391
F 4.56650 -1.18927 6.00675
F 3.66488 -1.11349 7.97825
F 5.24449 -2.51493 7.55289
H 7.43640 2.08101 5.72534
H 8.28663 2.93918 7.02292
H 8.28364 1.17161 6.96437
H 5.85053 2.95820 7.45317
H 6.65007 2.00752 8.69104
C 13.16634 6.53638 6.70709
C 12.77014 5.07684 6.64507
O 12.02588 4.69505 7.81689
C 10.73119 4.98332 7.80407
O 10.14610 5.52775 6.91557
C 10.06877 4.47576 9.09025
F 10.79431 4.75868 10.17766
F 9.91043 3.14378 9.05252
F 8.86305 5.01281 9.27506
H 13.71040 6.74538 7.62910
H 13.79742 6.79723 5.85796
H 12.28830 7.18236 6.69729
H 13.65966 4.44974 6.63297
H 12.20307 4.85249 5.74202

## Properties
- HOMO (eV) = -9.0
- calculated total energy (Ha) = -7732.275038
- SMILES = O=C1c2ccc(S(=O)(=O)F)cc2C(=O)N1CCCS.CCOC(=O)C(F)(F)F.CCOC(=O)C(F)(F)F.CCOC(=O)C(F)(F)F.CCOC(=O)C(F)(F)F.CCOC(=O)C(F)(F)F.CCOC(=O)C(F)(F)F.CCOC(=O)C(F)(F)F.CCOC(=O)C(F)(F)F.CCOC(=O)C(F)(F)F.CCOC(=O)C(F)(F)F
- net charge = 0

Number 1: gap between HOMO and LUMO 11.42 eV. Number 2: gap between HOMO and LUMO 9.24 eV. Number 3: gap between HOMO and LUMO 5.87 eV. Number 4: gap between HOMO and LUMO 8.37 eV.